Run a
A structure of composition C3H3NO2S2, computed with ωB97M-V with the def2-TZVPD basis set.

```
11
Properties=species:S:1:pos:R:3:nbo_charge:R:1
C -0.76517 0.57413 0.36767 0.537
C 0.26687 -0.11303 -0.37896 0.412
C 1.65086 0.34044 -0.11196 -0.377
H -3.03476 0.28180 0.75028 0.417
H -2.05394 -0.64586 -0.42509 0.393
H 1.67551 -1.94691 -0.48465 0.221
N -2.09217 0.30193 -0.06856 -0.797
O -0.43899 1.48759 1.16203 -0.508
O -0.08158 -1.12088 -1.03837 -0.504
S 2.53337 -0.97462 0.70412 0.064
S 2.34000 1.81542 -0.47651 0.142
```

As for the orbital gap: 0.2731 Eh. Its highest occupied orbital energy is -9.161 eV.

***

Run b
The molecule C3H3NO2S2, computed with ωB97M-V with the def2-TZVPD basis set.

```
11
Properties=species:S:1:pos:R:3:nbo_charge:R:1
O -2.87072 -0.44042 0.89819 -0.494
C -1.80571 -0.22502 0.36581 0.844
N -1.43441 -0.18329 -1.04521 -0.470
C -0.16286 -0.05750 -1.05053 0.108
C 0.45544 -0.10620 0.31238 -0.006
S 1.37628 1.46461 0.22317 0.040
S 1.60976 -1.58612 0.60248 0.017
O -0.57818 -0.04780 1.11451 -0.520
H 0.38564 -0.05308 -2.03845 0.240
H 0.31572 2.10935 0.07386 0.110
H 2.70903 -0.87454 0.54380 0.131
```

As for the orbital gap: 0.3577 Eh. Its highest occupied orbital energy is -10.239 eV. Its SMILES is O=C1N=CC(S)(S)O1.

***

Stability ranking, top entry: run b; the second entry is 2.136 eV less favorable.

***

Run a
A cluster of 2 separate species, C4H10ClN in total, computed with ωB97M-V with the def2-TZVPD basis set.

```
16
Properties=species:S:1:pos:R:3:nbo_charge:R:1
C -0.68115 -2.13828 -0.70636 -0.605
C 0.24623 -0.93264 -0.69324 -0.445
C -0.00396 0.06400 0.43347 -0.203
C 0.61305 1.40351 0.23589 -0.256
H -0.27934 -3.08980 -0.05516 0.219
H -1.79574 -1.75768 -0.34663 0.207
H -0.65454 -2.72490 -1.80599 0.216
H 0.07829 -0.52108 -1.63761 0.212
H 1.18028 -1.48945 -0.69828 0.213
H -0.99440 0.22865 0.23767 0.198
H 1.67629 1.32482 0.78893 0.189
H 0.69201 1.56541 -0.85218 0.213
H 0.72458 2.92450 1.62853 0.363
H -0.66097 3.38136 0.22874 0.320
N -0.24322 2.32221 1.13770 -0.790
Cl 0.10260 -0.56064 2.10452 -0.050
```

As for the orbital gap: 0.3961 Eh. Its highest occupied orbital energy is -10.245 eV.

***

Run b
A structure of composition C4H10ClN, computed with ωB97M-V with the def2-TZVPD basis set.

```
16
Properties=species:S:1:pos:R:3:nbo_charge:R:1
C 2.78293 0.28061 -0.51953 -0.384
C -1.33557 0.52064 1.69895 -0.035
C 2.57668 1.57900 -0.44698 -0.388
C -1.39659 0.11846 -0.61993 -0.194
N -0.78773 0.21428 0.61693 -0.408
Cl -3.19848 0.47134 -0.69470 -0.153
H 2.25187 -0.40508 0.11990 0.199
H -1.70555 -4.30829 -0.16098 0.000
H 3.48187 -0.15550 -1.21790 0.189
H -0.71892 0.55958 2.58534 0.175
H -2.31205 -3.83956 -0.03313 0.000
H -2.39523 0.75386 1.80533 0.168
H 1.86886 1.99447 0.25166 0.193
H 3.09197 2.28686 -1.07717 0.190
H -0.92508 0.82632 -1.30483 0.224
H -1.27900 -0.89698 -1.00296 0.221
```

As for the orbital gap: 0.4054 Eh. Its highest occupied orbital energy is -10.078 eV.

***

Stability ranking, top entry: run b; the second entry is 1.872 eV less favorable.

***

Run a
A cluster of 2 separate species, C5H12N2S in total, computed with ωB97M-V with the def2-TZVPD basis set.

```
20
Properties=species:S:1:pos:R:3:nbo_charge:R:1
C -2.06895 -1.35476 -1.02279 -0.051
C -2.08587 -1.87875 -2.27047 -0.329
C -1.62630 0.86989 -0.00983 0.141
N -1.63282 0.05048 -1.00766 -0.459
H -2.06428 -1.82447 -0.01364 0.254
H -1.44211 -1.46971 -3.01725 0.222
H -2.66300 -2.79904 -2.52589 0.229
H -1.35567 1.92246 -0.16013 0.223
H -1.85101 0.46958 0.91632 0.212
H -0.87644 0.25694 -1.66262 0.459
C 1.62716 1.24989 1.10991 -0.221
C 2.43034 0.21905 0.31223 -0.533
S 1.23274 -0.94977 -0.45633 -0.721
N 0.83651 0.70194 2.26328 -0.877
H 0.90216 1.72211 0.41910 0.149
H 2.33279 1.99179 1.53663 0.179
H 3.15694 -0.32061 0.96985 0.194
H 2.99111 0.69706 -0.53971 0.206
H 1.37554 0.73728 3.11572 0.350
H 0.78115 -0.29137 2.04328 0.372
```

As for the orbital gap: 0.1886 Eh. Its highest occupied orbital energy is -6.477 eV.

***

Run b
The molecule C5H12N2S, computed with ωB97M-V with the def2-TZVPD basis set.

```
20
Properties=species:S:1:pos:R:3:nbo_charge:R:1
C 0.91846 0.46849 2.72700 -0.748
S 0.01080 1.71353 1.80949 0.206
C -0.38194 0.96586 0.20760 -0.357
C -1.57773 -0.04349 -0.05969 -0.428
C -0.64074 -0.86180 -0.94375 -0.088
N -0.71971 -0.53304 -2.34553 -0.844
C 0.53232 -0.22164 -0.31107 -0.049
N 1.69029 0.13105 -1.12545 -0.838
H 1.94687 0.47635 2.61714 0.210
H 0.74380 0.70691 3.76339 0.230
H 0.52899 -0.52793 2.54642 0.209
H -0.32547 1.80352 -0.52395 0.227
H -2.36715 0.52103 -0.56263 0.207
H -1.85023 -0.53500 0.80669 0.215
H -0.60368 -1.93129 -0.81700 0.191
H -1.20230 0.39083 -2.41585 0.357
H -1.33130 -1.23735 -2.81684 0.373
H 0.86408 -0.77692 0.55088 0.190
H 2.42697 -0.56046 -1.01673 0.356
H 1.33765 0.05136 -2.09012 0.380
```

As for the orbital gap: 0.3372 Eh. Its highest occupied orbital energy is -8.267 eV. Its SMILES is CS[C@@H]1C[C@@H](N)[C@H]1N.

***

Run c
A structure of composition C5H12N2S, computed with ωB97M-V with the def2-TZVPD basis set.

```
20
Properties=species:S:1:pos:R:3:nbo_charge:R:1
C 0.60150 -0.59190 0.23039 -0.046
C 0.19590 -1.08725 1.67249 -0.487
C -0.58547 -0.43946 -0.57555 -0.275
C -1.18325 0.91160 -0.50677 -0.214
C -0.40737 -0.13785 -2.03915 -0.205
H 2.47651 0.00465 0.39446 0.362
H 1.50928 1.33979 0.89014 0.376
H 1.20340 -1.47531 -0.19315 0.196
H -0.74759 -1.71163 1.56974 0.227
H 0.90216 -1.56090 2.26729 0.215
H 1.34610 0.54407 3.18059 0.136
H -1.31509 -1.32267 -0.42046 0.215
H -0.38580 1.65155 -0.12673 0.182
H -2.09724 1.06969 -0.09179 0.195
H -1.62871 1.64956 -2.54407 0.369
H 0.56325 0.48021 -2.12981 0.189
H -0.54211 -1.05263 -2.64510 0.184
N 1.65116 0.56903 0.20163 -0.866
N -1.46905 0.79720 -1.98622 -0.645
S -0.08758 0.36225 2.85207 -0.108
```

As for the orbital gap: 0.3311 Eh. Its highest occupied orbital energy is -8.403 eV.

***

Stability ranking, top entry: run b; the second entry is 1.738 eV less favorable.